{
  "formula": "C15H20ClORh",
  "method": "ωB97M-V/def2-TZVPD",
  "mol_weight_g_mol": 354.683,
  "total_energy_ev": -33450.910,
  "homo_lumo_gap_ev": [3.72, 3.68],
  "fmax_ev_per_a": 7.95,
  "charge": -2,
  "multiplicity": 5,
  "species": ["Rh", "C", "C", "C", "H", "C", "C", "H", "H", "H", "H", "C", "C", "C", "H", "C", "C", "H", "H", "H", "H", "O", "C", "C", "C", "C", "C", "H", "H", "H", "H", "H", "H", "H", "H", "H", "H", "Cl"],
  "xyz": [[0.0426, -0.0321, 1.5386], [0.7373, -1.6855, 3.1652], [-0.6690, -1.6876, 3.1872], [-1.1274, -2.1365, 1.9376], [-1.2850, -1.3475, 3.9985], [-0.0052, -2.4200, 1.1383], [1.1486, -2.1458, 1.8955], [2.1644, -2.2683, 1.5642], [1.3784, -1.3707, 3.9703], [-2.1541, -2.1675, 1.6196], [-0.0253, -2.7351, 0.1095], [1.5408, 1.7253, 2.2812], [2.3418, 0.6313, 1.9431], [2.1775, 0.3813, 0.5587], [2.9442, 0.0541, 2.6219], [1.3221, 1.3731, 0.0409], [0.9076, 2.1866, 1.1004], [0.1927, 2.9879, 1.0522], [1.3880, 2.1222, 3.2688], [2.6437, -0.4050, -0.0092], [0.9766, 1.4248, -0.9773], [-1.0915, -0.0560, 0.0925], [-0.7137, 0.2583, -2.8698], [-1.9708, 0.4583, -2.1006], [-0.2431, -1.1187, -3.1487], [-0.0910, 1.4126, -3.5615], [-1.7456, 0.9261, -0.6586], [-2.5547, -0.4651, -2.0578], [-2.6008, 1.2111, -2.5843], [-1.1989, 1.8739, -0.6597], [-2.7095, 1.1218, -0.1758], [-0.7420, -1.5577, -4.0260], [-0.4528, -1.7818, -2.3105], [0.8278, -1.1535, -3.3557], [-0.5344, 1.5895, -4.5533], [0.9775, 1.2669, -3.7276], [-0.2208, 2.3416, -3.0032], [-1.5755, 1.1887, 2.6972]],
  "nbo_charge": [0.95, -0.38, -0.32, -0.33, 0.22, -0.34, -0.37, 0.19, 0.20, 0.21, 0.20, -0.33, -0.35, -0.40, 0.20, -0.28, -0.35, 0.21, 0.21, 0.20, 0.19, -0.89, 0.13, -0.49, -0.66, -0.67, -0.03, 0.19, 0.17, 0.13, 0.15, 0.17, 0.24, 0.19, 0.17, 0.20, 0.22, -0.76]
}